Below is a cluster of 7 separate species, C27H53Cl11N2O2 in total at a distorted geometry, with properties calculated with ωB97M-V/def2-TZVPD.

Computed properties:
E_HOMO (alpha / beta)   -8.3141 / -9.3907 eV
2S+1   3
Expectation value of S²   2.009
Orbital gap (alpha / beta)   0.3059 / 0.3355 hartree
E   -6382.44480 a.u.

The geometry in XYZ format:
```
95
Properties=species:S:1:pos:R:3:forces:R:3
H -6.32723 -1.85472 -0.07120 0.5 0.0 -0.4
H 6.39786 0.88028 1.26648 -0.1 -0.3 0.2
H 3.16353 2.07949 -0.53917 0.3 -0.3 0.5
H 4.10057 2.07373 -2.03117 -0.6 -0.6 -0.1
H -2.82058 -1.73511 -1.88250 0.1 0.1 -0.5
Cl -2.96697 0.59545 4.94538 0.1 -0.5 0.4
C 8.27333 2.68836 -2.31726 0.1 -1.9 -0.4
H -2.77778 -4.97655 -3.95996 0.1 -0.5 0.0
H -1.43604 -2.64340 5.78151 0.2 -0.3 -0.3
H -3.96739 -5.75059 -2.89411 -0.1 0.1 -0.3
O 7.47032 0.19371 -0.99616 -3.5 3.3 -0.7
C -6.02305 -2.81577 0.34486 -2.1 -0.3 -0.4
N -4.90873 -3.48709 -1.80883 -2.6 -1.4 -1.3
H 0.40019 3.86689 -2.53504 -0.7 0.1 -1.0
H 0.19284 2.99633 -1.19060 -0.1 -1.0 0.1
H -3.19607 -2.98159 -4.73123 -0.1 -0.4 0.0
Cl 0.16123 1.54525 -3.16659 -0.2 1.0 0.7
Cl 3.51457 2.97483 3.35942 0.1 0.9 -1.0
C 7.82213 3.19493 -0.01922 -0.4 -2.4 0.0
H 6.43426 4.57364 -1.68635 0.4 -0.1 -0.2
H -4.71426 2.55842 2.10975 0.2 -0.3 0.1
H -2.09421 -4.32102 -0.46922 0.0 -0.1 -0.2
H 8.57610 3.67986 -2.64915 -0.6 0.2 0.2
H -6.94033 3.35442 1.02458 0.3 0.2 -0.1
C 4.53438 -0.24601 -0.90345 1.4 -1.0 0.2
H -5.39289 3.54040 0.02549 -0.1 0.4 0.5
H -4.11242 -5.53546 0.52712 0.4 0.7 0.2
H 0.63016 -0.91008 -0.06351 0.0 0.9 -0.4
H -6.91080 -3.44881 0.27541 -0.3 0.2 -0.1
H -3.26299 -1.23203 6.50851 1.1 0.3 0.4
H 0.04059 -1.35250 1.43650 0.3 0.2 0.6
H 8.56423 2.42226 0.19322 0.1 0.2 0.9
H -0.02311 1.59326 0.60794 0.0 -0.1 0.0
C -0.43265 0.72245 1.11721 0.8 -0.1 -0.6
H -1.53370 -2.69194 -0.12064 0.1 -0.1 0.0
C 4.17052 2.16176 -0.94285 2.1 0.9 -1.7
H -2.38040 -5.41523 -2.28881 0.0 0.6 0.2
H 8.37709 4.09139 -0.28419 -0.5 0.2 0.2
H -4.80042 1.12120 1.02206 -0.2 0.0 0.0
H 9.18297 2.22046 -1.93704 0.0 -0.1 0.1
H 3.49145 -0.25223 -0.59347 0.0 0.2 -0.5
H 7.96901 2.05662 -3.15407 0.1 0.3 -0.4
H -3.59264 -1.64887 4.93271 0.2 0.0 -0.3
C 0.46302 -0.48727 0.92663 0.1 -0.6 0.1
Cl 2.06789 -0.02605 1.62948 -0.7 -0.4 -0.2
H -5.76306 -5.15317 0.92315 -0.1 -0.2 -0.2
C 6.05393 3.55077 -1.69767 0.4 0.3 -0.4
C 5.22809 1.08727 -0.50787 -2.3 -1.1 0.2
C -6.09394 2.88173 0.53510 1.0 -1.3 -0.8
C -2.35732 -3.26527 -0.55076 -1.0 0.2 1.2
C -3.61860 -2.96337 0.27390 0.8 -0.9 -0.3
H -2.26090 2.46271 -1.62714 0.0 -0.2 -0.7
Cl 2.20627 2.91591 5.91814 0.1 -0.3 -0.3
C -5.35678 1.92188 1.50162 -0.9 1.8 0.0
H -4.94055 -2.83813 -4.33858 0.1 0.0 -0.1
O -6.03557 -3.93853 -2.37689 2.3 1.1 1.3
Cl -1.45674 -2.34958 3.45631 -0.3 -0.2 -0.6
H -3.68137 -1.88277 0.39999 -0.3 0.0 -0.1
C 5.37572 1.16617 1.01465 1.0 0.2 0.0
C 2.49322 2.05588 4.35935 -0.5 -0.9 1.7
C -2.60057 -2.79962 -1.96399 1.1 -1.0 0.9
H 4.74575 -0.53875 -1.93314 -0.7 0.7 -0.4
C 7.15879 2.59085 -1.26887 0.0 1.9 -1.0
H 7.05678 3.25613 0.75214 0.6 0.5 0.4
H 1.49809 1.78506 4.01693 0.2 0.6 -0.6
C -1.47454 -1.77840 5.11708 -0.7 -0.4 1.6
C -4.90063 -3.60103 -0.31335 1.4 1.3 0.5
H -0.44330 0.93356 2.18563 -0.7 0.0 0.0
H -3.53485 -3.42191 1.26031 0.1 0.3 0.2
C -2.83295 -1.12490 5.51442 0.0 0.2 -1.8
C -0.23530 3.04971 -2.19498 0.8 -0.7 0.7
H -5.92507 -2.63363 1.41585 0.7 -0.3 0.0
H 5.77151 3.31862 -2.72779 0.0 0.0 -0.1
N 6.53002 1.21872 -1.21832 3.6 -1.5 1.5
H 4.15811 4.27248 -1.39492 -0.3 0.0 0.3
Cl -2.36319 4.01695 -3.47219 -0.9 0.2 -0.9
C -3.92554 -2.74172 -3.95645 -0.3 -0.2 -0.4
C 4.80766 3.55707 -0.88533 -1.5 -0.2 0.6
H -3.68596 -1.69996 -3.74556 -0.5 0.1 0.2
H 5.27051 2.19347 1.36190 -0.1 -0.1 0.0
C -1.71546 3.31096 -2.03769 1.3 0.4 1.2
Cl -6.63592 1.33549 2.58492 0.1 -0.8 0.4
Cl 3.26238 0.48416 4.62168 0.2 -0.3 0.5
C -3.15884 -5.02022 -2.93991 -1.1 0.2 -0.7
C -5.01274 -5.05069 0.14092 0.4 -1.2 -0.4
H 4.90600 3.91146 0.14270 0.3 0.1 0.0
C -3.70125 -3.58115 -2.69906 1.2 1.1 1.6
H -5.19935 -5.71446 -0.70418 -0.8 0.2 0.0
H 4.67630 0.53546 1.56165 0.0 0.0 -0.2
H -1.62286 -3.02594 -2.39507 -0.2 0.7 -1.0
H 4.95667 -1.14580 -0.44706 0.3 0.3 0.7
H -1.75283 4.04288 -1.22727 -0.2 0.3 -0.2
Cl -6.71586 1.92171 -0.84878 -0.4 -0.1 -0.1
H -0.50418 -1.29604 5.21228 -0.5 0.8 0.5
Cl -2.03335 0.41490 0.40375 -0.1 0.0 0.3
```
Forces are in eV/Å.

Population analysis type Löwdin, resulting atomic charges in e: H 0.086; H 0.091; H 0.106; H 0.116; H 0.109; Cl 0.494; C -0.052; H 0.078; H 0.070; H 0.079; O -0.022; C -0.046; N -0.083; H 0.071; H 0.048; H 0.085; Cl 0.495; Cl 0.605; C -0.021; H 0.127; H 0.064; H 0.105; H 0.090; H 0.051; C -0.053; H 0.056; H 0.082; H 0.075; H 0.079; H 0.073; H 0.008; H 0.087; H 0.046; C -0.644; H 0.085; C -0.127; H 0.074; H 0.093; H 0.024; H 0.079; H 0.027; H 0.089; H 0.048; C -0.606; Cl 0.624; H 0.085; C -0.175; C -0.461; C -0.646; C -0.194; C -0.158; H 0.039; Cl 0.501; C -0.661; H 0.082; O -0.030; Cl 0.611; H 0.074; C -0.049; C -1.582; C -0.168; H 0.087; C -0.500; H 0.067; H -0.009; C -0.645; C -0.472; H 0.063; H 0.100; C -0.601; C -0.643; H 0.090; H 0.128; N -0.039; H 0.114; Cl 0.608; C -0.026; C -0.206; H 0.076; H 0.023; C -0.735; Cl 0.549; Cl 0.497; C -0.004; C -0.023; H 0.101; C -0.454; H 0.080; H 0.030; H 0.130; H 0.081; H 0.076; Cl 0.519; H 0.062; Cl 0.639

Below is a structure of composition C45H65N5O5 at a distorted geometry, with properties calculated with ωB97M-V/def2-TZVPD.

Computed properties:
E_HOMO   -6.2691 eV
Orbital gap   0.2394 hartree
E   -2402.23050 a.u.

The geometry in XYZ format:
```
120
Properties=species:S:1:pos:R:3:forces:R:3
H 3.57280 1.15559 5.86037 -0.2 -0.1 0.2
C 4.97296 -0.41603 0.64114 1.5 1.2 -4.0
C 5.15697 -0.92219 -1.69165 -0.1 1.3 1.4
H 5.55274 -0.08944 1.50443 0.3 0.4 -0.3
H 0.08322 -0.02517 -2.82022 0.7 -0.6 -0.7
H -0.22621 -1.83674 0.76411 0.7 1.7 2.0
C 0.18090 1.27347 0.49945 0.6 -1.8 -3.3
C -1.83385 2.67039 2.28053 -1.6 -1.4 2.1
H 4.72061 -1.06498 5.86005 -0.1 -0.1 0.1
H -2.62105 6.72366 -0.93601 -0.1 0.2 0.1
C 0.75951 -0.75892 -4.69089 -0.4 -1.0 1.0
O -1.69220 0.20071 -3.63029 -1.7 0.9 -0.5
H -3.03877 0.70706 -2.17204 0.5 -0.2 -0.3
H 0.31620 -4.00167 -5.73150 -0.1 0.0 0.1
H -1.46387 1.47455 -1.90060 0.3 -0.2 -3.7
N -2.06506 1.87753 -0.30443 -8.3 3.3 1.9
H -5.75128 1.16156 -1.35983 -0.2 0.0 0.1
C 1.14938 -2.06967 2.47848 0.8 -1.5 -1.2
H -4.56517 3.23772 -2.15044 -0.7 0.1 0.6
C 1.84765 -0.43615 0.64193 -1.8 1.0 -3.0
H 1.07822 0.24202 -4.94175 0.2 -0.1 -0.3
H -0.13263 -0.53194 1.99872 1.3 -2.5 -0.4
H -2.19717 -0.05133 -5.65709 0.7 -0.3 0.1
C 1.33565 0.79843 1.12652 -1.0 -0.2 -3.4
H -1.34755 0.92259 -0.95306 3.2 -3.1 0.5
H -1.20881 -4.00381 3.56426 -0.2 -0.2 0.2
H -0.72741 3.00759 0.05747 0.1 1.7 -0.7
C -0.60337 -3.09905 3.50993 0.3 -2.5 0.9
C 0.75904 -1.85296 -5.53811 -0.1 -1.9 -0.1
C 3.72984 -0.93209 2.64154 -2.9 0.7 5.4
C -2.76261 2.74053 -1.09184 -2.1 -3.7 2.3
H -2.08321 4.42535 -1.53001 2.2 6.9 -1.0
C -1.42579 5.69907 1.96467 0.4 1.3 -1.8
H 1.58179 -1.39289 3.21543 -0.8 -0.4 0.2
N 2.93006 0.17702 2.68958 3.8 -0.9 2.8
O 0.59079 -4.33635 -1.36537 1.5 -2.7 -1.9
H 5.81253 -0.50995 -2.45873 0.1 -0.2 0.0
C 4.18800 -0.74012 4.97846 -0.4 1.5 0.3
C -0.71745 -3.29906 0.16007 -0.2 -1.1 -1.4
H 3.77778 -1.47741 1.71056 -2.6 -1.4 4.1
N -2.00885 6.58002 1.08571 -0.3 -1.9 -1.2
C -0.32776 -3.12343 -3.82615 -0.5 -0.1 -0.9
H -1.27555 6.03069 2.98146 -0.2 0.3 0.1
C -1.91928 0.73218 -4.95212 -0.2 -0.5 0.0
H -0.90230 -3.96673 -3.47238 0.2 -0.4 -0.1
H 3.22910 0.85306 0.48628 0.8 0.5 -1.0
H 4.92106 -1.96748 -1.89117 0.0 0.0 -0.1
H 4.35163 -1.19583 1.08152 3.8 0.9 -5.1
H 3.71271 0.65402 -2.31163 -0.1 -0.1 0.1
H -3.31851 1.15466 2.03640 0.1 0.0 0.7
H -0.63528 -2.63704 4.49665 0.4 0.2 0.3
H 3.04921 -0.74458 -1.36233 0.0 0.4 -0.5
C 3.87521 -0.04518 -1.49139 0.8 -0.6 0.9
C 3.51743 0.50286 5.00172 -0.4 -0.2 -1.3
C -2.52218 1.41033 2.73539 0.2 -0.7 0.9
C -0.42172 0.54548 -0.54437 4.8 -2.2 0.4
C -1.37840 -4.58789 -0.31162 -1.0 -0.6 0.7
C -0.85413 4.50700 1.58006 1.0 3.8 -0.8
H -2.98363 1.51704 3.71711 0.0 0.3 0.1
C 0.18088 -0.91991 -3.41714 0.8 -1.0 -2.5
H 2.76513 -0.83409 1.04968 -1.8 0.4 -1.5
H -1.02059 1.28656 -5.22252 0.0 -0.1 -0.6
C -2.62907 2.33019 -3.48770 -1.9 0.2 -0.8
C -4.75918 1.38642 -0.99710 0.6 0.6 0.1
C -2.17762 1.16101 -2.66241 0.0 -0.4 -2.5
C -1.38818 0.38583 2.82713 -1.4 1.9 1.1
H -1.57668 -0.37681 3.58273 0.2 0.1 -0.2
H -3.51053 2.75049 -3.00348 1.4 -0.1 -2.1
C -2.75387 0.82897 0.20777 -2.6 -0.5 -0.6
H 1.10013 -1.85945 -6.56282 0.3 0.6 -0.1
H -0.37559 2.14064 0.82310 2.0 -2.1 -1.1
C -4.08566 0.49984 -0.10929 1.0 1.7 -0.6
N 1.32324 -1.10612 -0.44482 1.7 5.7 2.4
H -2.22998 3.63760 -1.37104 -1.8 -7.2 -0.2
O -1.17228 -2.29408 2.57753 -0.9 1.9 -1.9
H -0.36652 -1.17280 -1.73475 0.4 0.7 2.0
H -2.16438 3.03260 1.30705 -0.4 -1.1 1.5
H -3.97724 1.01739 -4.62620 -0.1 0.1 0.4
O 5.87671 -0.80687 -0.42239 0.0 -0.7 0.2
C -4.09747 2.53138 -1.48055 -1.3 -1.1 3.3
H -3.31169 2.35227 -5.56268 0.2 -0.2 -0.2
H 0.78082 0.78962 2.79574 -1.3 0.1 0.7
H -0.32705 -2.61990 -1.85813 0.1 -1.3 2.9
H -1.37159 -2.45873 0.39253 -1.0 -1.3 -0.7
C -0.24844 -5.39311 -0.88673 0.1 1.4 1.2
H -2.11429 -4.49761 -1.11063 -0.1 0.8 -0.1
O -0.37586 2.42660 2.28493 -1.9 -0.7 4.8
H -2.12433 3.40321 3.03332 0.4 0.4 -0.2
H -2.21859 0.21995 0.92120 -0.2 -0.2 -1.1
H -1.17693 -0.11780 1.88382 -2.1 1.4 0.8
H 4.84012 -2.37287 3.76098 0.0 -0.2 0.1
H -1.89256 3.13289 -3.52424 0.3 -0.1 -0.8
H -1.93682 -5.12427 0.45555 0.1 0.0 0.4
C 4.26500 -1.45994 3.80775 0.6 0.1 -0.7
H 4.67604 1.57096 -0.20781 0.2 0.0 -0.1
C 4.11393 0.64178 -0.11415 0.7 -0.1 0.5
H 1.44285 -3.86117 3.77304 0.1 0.3 0.2
H -0.66890 -6.14623 -1.55316 0.6 0.2 -0.8
H -4.56154 -0.36466 0.32956 0.0 0.0 0.0
C 0.80396 -3.43843 2.99766 -0.4 -0.1 1.5
H 1.85140 1.30283 1.93025 -0.5 0.6 -1.9
C -3.09249 1.63775 -4.76927 0.7 1.2 -0.1
H 0.30981 -5.90762 -0.10460 0.1 -0.3 0.1
C -0.16176 1.27084 3.05664 -1.0 -0.8 2.1
C 0.27642 -3.12574 -5.10097 -0.2 2.3 1.4
H 1.14552 -2.44374 -0.91906 -0.6 -2.2 0.2
H -0.03858 1.57453 4.09621 -0.3 0.0 0.4
C -2.16414 6.08721 -0.19266 0.7 -0.1 2.3
C -1.75286 4.78570 -0.56699 0.3 5.4 0.8
C 0.21572 -0.58974 -1.03658 -0.5 0.8 3.5
C 0.22118 -3.01527 -1.00300 -0.8 -4.5 1.2
H 1.91540 -2.17135 1.70972 -0.3 -0.4 0.4
C -0.15951 -1.60812 1.82778 2.8 0.4 2.1
H 0.75927 -4.20027 2.21939 0.0 0.1 0.1
H 2.33567 1.87201 3.71153 -0.2 0.1 0.3
N -0.41894 -2.07742 -2.97765 0.0 3.0 -8.7
H -0.24676 3.94178 2.27146 0.0 1.7 -0.3
C -1.09100 3.99274 0.30982 2.6 2.6 -0.2
C 2.83686 0.92132 3.81827 2.6 -2.2 0.3
H -0.03878 -3.41531 1.00505 -1.1 -1.2 -0.5
```
Forces are in eV/Å.

Löwdin atomic charge list, values in e, 99 entries: H 0.097; C -0.170; C -0.144; H 0.137; H 0.101; H 0.054; C -0.008; C -0.157; H 0.106; H 0.098; C -0.052; O -0.155; H 0.124; H 0.095; H 0.089; N -0.145; H 0.108; C -0.131; H 0.128; C -0.154; H 0.106; H 0.045; H 0.132; C -0.085; H 0.001; H 0.125; H 0.090; C -0.226; C -0.073; C -0.195; C -0.151; H 0.080; C -0.116; H 0.115; N -0.030; O -0.126; H 0.109; C -0.054; C -0.157; H 0.051; N 0.063; C -0.066; H 0.105; C -0.184; H 0.117; H 0.059; H 0.111; H 0.023; H 0.110; H 0.093; H 0.121; H 0.077; C -0.116; C -0.017; C -0.104; C -0.030; C -0.139; C -0.099; H 0.124; C -0.121; H 0.046; H 0.121; C -0.165; C -0.027; C -0.187; C -0.138; H 0.140; H 0.047; C -0.142; H 0.094; H 0.047; C -0.008; N 0.026; H -0.022; O -0.122; H 0.058; H 0.105; H 0.127; O -0.150; C -0.077; H 0.120; H 0.057; H -0.044; H 0.121; C -0.202; H 0.110; O -0.253; H 0.144; H 0.101; H 0.047; H 0.120; H 0.144; H 0.111; C -0.025; H 0.120; C -0.127; H 0.117; H 0.111; H 0.115

Below is a cluster of 5 separate species, C2H13NO3 in total at a distorted geometry, with properties calculated with ωB97M-V/def2-TZVPD.

Computed properties:
E_HOMO   -9.4582 eV
Orbital gap   0.2345 hartree
E   -364.23395 a.u.

The geometry in XYZ format:
```
19
Properties=species:S:1:pos:R:3:forces:R:3
H 2.22702 -0.93580 2.76927 0.1 -0.2 -0.2
H -2.33475 0.71344 1.65154 1.3 -0.3 -1.2
H 2.30150 0.40835 -2.59208 0.1 0.0 0.1
H 1.46365 -0.46304 -1.60254 0.1 -0.7 0.0
O 0.94237 -1.49601 -0.24015 -0.8 2.9 -1.0
N -1.49464 -0.11396 -1.29777 -0.2 -0.2 1.0
H 0.63904 0.33121 0.09804 -0.2 -2.1 -0.6
C -1.32777 0.96971 -0.32685 0.4 0.9 -2.5
H -0.42346 1.54378 -0.72930 0.4 -0.6 0.6
O 1.78711 -0.37721 2.12885 -0.2 0.9 0.1
H -0.69874 -0.74482 -1.18691 -0.6 -0.5 -0.1
O 1.40917 0.22823 -2.28578 -0.2 0.6 0.1
H -2.06732 1.70364 -0.68970 0.1 0.2 0.9
C -1.29914 0.74321 1.13727 -1.0 -0.6 3.6
H 1.17188 -2.43242 -0.23469 0.3 0.2 0.9
H -2.39025 -0.57831 -1.09935 0.7 -0.1 -0.2
H 1.69542 -0.80959 1.26333 0.2 -0.9 0.2
H -0.78852 -0.20878 1.45903 -0.4 0.7 -0.6
H -0.81258 1.51837 1.77777 0.0 -0.2 -1.0
```
Forces are in eV/Å.

Population analysis type Löwdin, resulting atomic charges in e: H 0.032; H 0.102; H 0.039; H -0.038; O -0.341; N -0.003; H 0.466; C -0.393; H 0.130; O -0.092; H 0.014; O -0.077; H 0.121; C -0.151; H 0.002; H 0.083; H -0.050; H 0.071; H 0.085

Below is the molecule C5H8N2, with properties calculated with ωB97M-V/def2-TZVPD.

Computed properties:
E_HOMO   -7.9410 eV
Orbital gap   0.3082 hartree
E   -304.62761 a.u.

The geometry in XYZ format:
```
15
Properties=species:S:1:pos:R:3:forces:R:3
H 1.84689 0.36749 -0.91498 0.1 0.1 0.2
H -1.13318 1.32326 -2.37937 0.0 0.4 -0.3
H -1.55702 1.05483 1.02964 0.1 -0.1 -0.2
N 0.55192 -0.24103 0.69409 -0.3 -0.3 -0.1
C 1.56592 -1.27806 0.90647 0.2 -0.1 0.0
H 2.44563 -0.85833 1.40448 -0.2 0.0 -0.1
C -0.62206 -0.76380 0.13957 -0.1 0.1 0.5
H -2.36836 0.45350 -0.46276 0.1 -0.3 0.0
C -1.75739 0.17681 0.40100 -0.1 -0.1 0.0
C 0.93843 0.64315 -0.39188 0.0 0.2 -0.4
H 1.85372 -1.75295 -0.03937 0.0 0.0 0.1
C 0.13505 1.42048 -1.08232 -0.3 -0.1 -0.3
H -2.38445 -0.52857 0.96279 -0.1 0.1 0.2
H 1.12986 -2.04466 1.54906 0.1 0.2 -0.1
N -0.64496 2.02789 -1.81643 0.4 -0.2 0.5
```
Forces are in eV/Å.

Population analysis type Löwdin, resulting atomic charges in e: H 0.121; H 0.085; H 0.084; N -0.236; C -0.104; H 0.087; C -0.034; H 0.069; C -0.148; C -0.122; H 0.081; C -0.188; H 0.083; H 0.079; N 0.142